Here is a single C11H11F3O molecule in a non-equilibrium geometry from the OMol25 dataset. Energies are from ωB97M-V with the def2-TZVPD basis set.

The geometry in XYZ format:
```
26
Properties=species:S:1:pos:R:3:forces:R:3
C -2.130824 -0.755471 -2.341196 -1.0 -0.2 -0.3
C -1.589561 3.159977 -0.411981 -0.7 3.2 -0.2
C -1.480716 0.007298 -1.689181 -1.0 0.1 -0.7
C -1.013781 2.066910 -0.730503 0.0 0.6 0.6
C -2.798292 3.718660 1.557006 0.7 0.0 0.2
C 0.874012 -1.113185 -0.806979 -1.0 -2.5 -2.4
C -0.487168 -0.663216 1.188896 2.0 -1.7 0.1
C 1.283922 0.999575 0.563229 0.6 -1.0 0.7
C -0.756177 0.809170 -0.779947 0.2 -2.3 -1.2
C -4.005488 3.133619 2.340939 -1.0 -1.7 -1.3
C 0.215716 -0.038713 -0.010455 1.5 2.6 1.4
O -2.750511 3.060508 0.451094 0.1 -0.6 0.6
F -4.033140 3.333666 3.648659 0.5 0.3 -0.3
F -4.142921 1.752965 2.161423 0.3 1.4 0.3
F -5.102385 3.699085 1.790737 0.1 0.0 0.3
H -2.899419 -1.313554 -2.842252 0.5 0.0 0.0
H -1.400342 4.216555 -0.762062 -0.2 -1.5 0.5
H 0.168196 -1.348088 -1.715288 1.6 0.1 1.7
H 1.868733 -0.996542 -1.253533 -0.2 0.7 0.4
H 0.899697 -2.065828 -0.223185 0.1 0.8 -0.4
H -0.959307 0.044913 1.744472 -1.9 2.2 1.4
H 0.351551 -0.901959 1.855794 -0.1 -0.5 0.0
H -1.102313 -1.569252 1.121970 0.1 0.4 -0.7
H 1.881908 0.362601 1.293854 -0.2 1.2 -0.9
H 1.939208 1.494304 -0.206239 -0.6 -0.9 0.5
H 0.857432 1.853674 1.128509 -0.2 -0.7 -0.2
```
Positions in Å, forces in eV/Å.

Values from the calculation:
relative energy (zero: lowest compared OMol25 entry of this formula, charge and spin) = 5.2393 eV
net charge = 0
frontier orbital gap = 9.1366 eV

=====

Here is a gas-phase ion, C7H15N4 (charge +1) in a non-equilibrium geometry from the OMol25 dataset. Energies are from ωB97M-V with the def2-TZVPD basis set.

The geometry in XYZ format:
```
26
Properties=species:S:1:pos:R:3:forces:R:3
C -1.903340 0.177652 -0.833099 -2.3 -1.3 -1.0
N -0.767694 0.943558 -0.374701 1.7 0.0 -1.3
C 0.208662 1.169153 -1.547758 -1.2 0.9 1.6
C 0.143056 0.262007 0.815828 -4.3 0.4 3.7
N 1.332534 0.905080 1.065910 1.7 3.2 -0.5
N 1.181335 2.421900 1.371932 2.2 -1.1 0.3
C 0.343240 -1.193358 0.729907 0.0 0.8 -1.1
C 1.498762 -1.731979 0.151077 2.2 -0.2 -0.4
C 1.328289 -3.109413 0.186701 1.1 0.6 -0.6
N 0.114946 -3.350350 0.671229 1.5 3.6 0.0
C -0.489466 -2.231152 1.054666 -0.7 1.0 -0.7
H -2.891624 0.130848 -0.311711 1.3 0.8 0.7
H -2.261594 0.324114 -1.863268 0.8 0.9 0.1
H -1.567676 -0.810575 -0.872713 0.4 -1.8 0.0
H -1.126843 1.800598 -0.012497 0.4 1.1 0.3
H 0.518996 0.208117 -1.855638 0.4 -1.0 -0.4
H -0.308096 1.690689 -2.313720 -0.5 0.3 -0.8
H 1.022817 1.793864 -1.212896 0.1 0.1 0.1
H -0.683650 0.451618 1.737802 2.4 -0.3 -2.2
H 1.970843 0.920659 0.231817 -0.8 -0.4 1.3
H 2.209618 2.755235 1.615711 -2.6 -1.1 -0.8
H 0.749649 2.429724 2.300226 0.0 -0.1 -0.1
H 2.416376 -1.131172 -0.170279 -1.4 -1.4 0.5
H 1.907736 -3.977122 -0.024704 0.8 0.0 -0.4
H -0.252812 -4.181741 0.787612 -2.1 -5.1 0.7
H -1.539931 -2.253274 1.121663 -1.0 0.2 0.9
```
Positions in Å, forces in eV/Å.

Values from the calculation:
SMILES = C[NH+](C)[C@H](NN)c1cc[nH]c1
relative energy (zero: lowest compared OMol25 entry of this formula, charge and spin) = 2.8431 eV
net charge = +1
frontier orbital gap = 9.5696 eV

=====

Here is a molecular structure, H4NPSi in a non-equilibrium geometry from the OMol25 dataset. Energies are from ωB97M-V with the def2-TZVPD basis set.

The geometry in XYZ format:
```
7
Properties=species:S:1:pos:R:3:forces:R:3
N -1.094733 -0.566126 -0.803481 6.2 -0.3 -0.7
Si 1.151940 0.037172 -0.128458 -2.6 -2.2 0.7
P -2.348292 -0.374068 -0.031972 -2.9 1.1 2.8
H 1.994593 -0.823807 -0.981701 0.0 0.0 0.4
H 0.782526 1.191224 -0.755717 0.0 2.4 -0.9
H 1.525686 0.223697 1.385976 -0.5 -0.5 -1.5
H -2.011721 0.311911 1.315350 -0.2 -0.5 -0.8
```
Positions in Å, forces in eV/Å.

Values from the calculation:
relative energy (zero: lowest compared OMol25 entry of this formula, charge and spin) = 2.5898 eV
net charge = 0
frontier orbital gap = 7.6523 eV

=====

Here is 2 unconnected molecules or ions with the total composition CH4N2P2 in a non-equilibrium geometry from the OMol25 dataset. Energies are from ωB97M-V with the def2-TZVPD basis set.

The geometry in XYZ format:
```
9
Properties=species:S:1:pos:R:3:forces:R:3
C 0.029296 -0.028854 0.280581 0.8 1.6 0.3
N 1.091899 -0.106450 1.093084 0.6 0.7 1.2
N -1.021847 -0.604672 -0.091943 -1.1 -3.0 -1.6
P 1.587611 0.820111 -0.342801 0.7 -0.8 -0.5
P -1.478289 1.060649 -0.089713 -0.7 0.4 1.1
H 1.549708 -0.970197 1.317311 -0.1 -0.5 0.0
H -0.528215 -1.486508 -2.014573 -0.1 0.0 0.2
H 1.666028 -0.428755 -1.036373 0.7 0.5 -0.7
H -2.054406 0.710644 1.168511 -0.8 1.0 -0.1
```
Positions in Å, forces in eV/Å.

Values from the calculation:
relative energy (zero: lowest compared OMol25 entry of this formula, charge and spin) = 6.2835 eV
net charge = 0
frontier orbital gap (alpha / beta) = 7.9044 / 7.4605 eV

=====

Here is 2 unconnected molecules or ions with the total composition C3H7NO2S in a non-equilibrium geometry from the OMol25 dataset. Energies are from ωB97M-V with the def2-TZVPD basis set.

The geometry in XYZ format:
```
14
Properties=species:S:1:pos:R:3:forces:R:3
C -2.293674 1.574272 0.140245 0.0 3.3 2.4
C -1.871560 0.416011 -0.132640 -0.4 -1.0 -1.9
O -1.522357 -0.581902 -0.570586 0.4 -2.0 -0.3
H -3.058059 2.164881 -0.361542 0.3 -0.5 0.1
H -1.724007 1.973197 1.009578 -0.7 0.1 -0.6
C 1.470606 0.213938 -0.901677 4.8 2.7 1.7
N 1.802312 -0.402476 0.421594 -1.8 -0.5 -0.9
S 0.643801 -0.926074 1.416495 -1.0 -0.3 1.5
O 0.132660 -2.539294 1.220895 -2.2 0.4 -2.6
H 2.491552 0.271810 -1.472401 -2.0 -0.2 0.7
H 1.205929 1.300613 -0.692024 0.0 -1.3 -0.5
H 0.739294 -0.270515 -1.442244 -1.4 -1.2 -0.9
H 2.694512 -0.607050 0.801420 1.1 0.1 -0.8
H -0.711014 -2.587412 0.562885 2.9 0.4 2.1
```
Positions in Å, forces in eV/Å.

Values from the calculation:
SMILES = C=C=O.CNSO
relative energy (zero: lowest compared OMol25 entry of this formula, charge and spin) = 3.6987 eV
net charge = 0
frontier orbital gap = 9.2817 eV

=====

Here is a molecular structure, C28H46HgN6 in a non-equilibrium geometry from the OMol25 dataset. Energies are from ωB97M-V with the def2-TZVPD basis set.

The geometry in XYZ format:
```
81
Properties=species:S:1:pos:R:3:forces:R:3
Hg -0.719208 0.919469 0.686811 0.3 -0.3 -1.3
C 4.399009 -0.561789 -2.430794 0.1 0.0 0.1
C 4.714403 -1.837025 -1.626665 -0.3 0.0 -0.1
C 4.224209 -3.172243 -2.233603 0.1 0.1 0.0
C 4.325784 -1.750261 -0.160065 0.1 0.0 0.0
C 5.378663 -1.982927 0.722208 0.0 0.0 0.2
C 5.230436 -1.983282 2.095347 0.0 0.0 0.0
C 3.978389 -1.737166 2.621303 0.1 0.0 0.0
C 2.897464 -1.489579 1.791828 -0.1 -0.1 -0.4
C 1.560529 -1.200208 2.444091 0.2 0.0 0.2
C 1.622189 0.103960 3.244216 -0.2 -0.1 -0.1
C 1.134275 -2.364458 3.343573 -0.1 0.2 -0.1
C 3.025505 -1.505981 0.372238 0.6 -0.2 0.5
N 1.843419 -1.212981 -0.302428 -0.7 0.4 -0.4
C 1.606393 -1.373138 -1.563665 0.3 -0.2 0.5
C 0.461219 -0.936734 -2.269673 0.1 -0.1 -0.8
C 0.370561 -1.056008 -3.680284 0.2 0.1 0.6
C -0.808050 -0.442094 -4.053435 -0.5 0.2 0.4
C -1.425129 0.004877 -2.856168 -0.1 -0.1 -1.0
N -0.654103 -0.298692 -1.811626 0.0 0.5 1.6
C -2.767646 0.686870 -2.742738 0.0 0.2 0.2
C -3.614749 -0.037031 -1.686465 0.1 0.1 -0.1
C -3.513911 0.671492 -4.078464 0.1 0.0 0.1
C -2.555361 2.146930 -2.315954 -0.1 -0.1 0.0
H 4.349959 -0.785496 -3.496713 0.0 0.1 0.0
H 5.204484 0.156356 -2.280833 0.0 0.1 0.0
H 3.476234 -0.069009 -2.136398 0.0 0.0 -0.1
H 5.803187 -1.912206 -1.647573 -0.1 0.0 0.1
H 3.270739 -3.503005 -1.824164 0.0 0.0 0.0
H 4.948066 -3.955288 -2.006332 0.0 0.0 0.0
H 4.140211 -3.100952 -3.319056 0.0 0.0 0.0
H 6.364539 -2.171592 0.316680 0.0 0.0 -0.1
H 6.082578 -2.161557 2.736244 0.0 0.0 0.0
H 3.853424 -1.718988 3.697262 0.0 0.0 0.0
H 0.834819 -1.072979 1.639556 0.0 -0.1 0.1
H 2.397961 0.064883 4.007553 0.0 0.0 0.0
H 0.664918 0.307606 3.731550 0.0 0.0 0.1
H 1.847056 0.935855 2.575758 0.0 0.1 0.0
H 1.767936 -2.431428 4.227310 0.0 -0.1 0.0
H 1.258137 -3.312238 2.804654 0.0 -0.1 0.1
H 0.106330 -2.220501 3.694530 -0.1 -0.1 0.0
H 2.294148 -1.883833 -2.229972 0.1 0.1 0.1
H 1.115266 -1.507571 -4.316179 0.0 -0.1 0.0
H -1.196128 -0.303561 -5.047004 0.0 -0.1 -0.1
H -3.748150 -1.085370 -1.962445 0.0 0.0 0.0
H -4.596506 0.432570 -1.605112 0.0 0.0 0.0
H -3.121061 0.003555 -0.714552 -0.1 -0.1 0.0
H -3.596481 -0.339522 -4.476844 0.0 0.0 0.0
H -3.011133 1.296011 -4.816709 0.0 0.0 -0.1
H -4.520483 1.068240 -3.941158 0.0 0.0 0.0
H -2.098328 2.196055 -1.325257 0.0 0.1 0.0
H -3.508013 2.676728 -2.282766 0.0 0.1 0.0
H -1.897710 2.660044 -3.016490 0.0 0.0 0.0
N -1.082645 -4.551787 1.909467 0.1 0.0 0.0
C -1.572871 -4.295759 0.515755 -0.1 0.5 -0.7
C -1.621844 -2.783425 0.247520 0.0 -0.1 0.2
N -2.548665 -2.019972 1.053066 0.1 -0.1 0.1
H -0.884328 -5.540124 2.070367 0.0 0.0 0.0
H -1.787478 -4.253562 2.586769 0.1 0.0 0.0
H -0.223139 -4.004866 2.086550 -0.2 -0.1 0.1
H -2.554365 -4.755312 0.405953 0.0 -0.1 0.1
H -0.880151 -4.760281 -0.184274 0.1 -0.1 0.1
H -1.885960 -2.636662 -0.800422 0.2 0.0 0.0
H -0.614112 -2.372339 0.375841 0.0 0.0 -0.1
H -2.384364 -2.036412 2.049751 0.0 0.1 0.0
H -3.521283 -2.187041 0.837141 0.0 0.0 0.1
C -0.808979 6.066185 3.925147 0.0 -0.1 0.0
C -0.172592 5.264888 2.844523 0.1 0.0 0.0
C 1.116137 5.242775 2.360407 -0.1 0.0 0.0
C 1.132533 4.261547 1.348322 -0.1 0.1 0.2
N -0.070480 3.724853 1.220371 -0.2 -0.8 -0.4
N -0.846228 4.331396 2.137619 0.1 0.2 0.2
C 2.284394 3.831486 0.505888 -0.1 -0.1 0.1
H -0.168469 6.902255 4.192564 0.0 0.0 0.0
H -0.963134 5.454444 4.814925 0.0 0.0 0.0
H -1.776794 6.455221 3.609563 0.0 0.1 0.0
H 1.939582 5.855154 2.680496 0.0 0.1 0.0
H -1.823169 4.105228 2.197376 0.0 0.0 0.0
H 2.953918 4.670505 0.329542 0.0 0.0 -0.1
H 1.931110 3.441162 -0.447654 0.0 0.0 0.0
H 2.850825 3.046114 1.009924 0.1 0.0 0.0
```
Positions in Å, forces in eV/Å.

Values from the calculation:
multiplicity = 2
net charge = +1
frontier orbital gap (alpha / beta) = 5.7549 / 3.9264 eV